Record 1
# C24H41CeN2O3SSi2

A molecular structure, C24H41CeN2O3SSi2 (wB97M-V/def2-TZVPD, the Open Molecules 2025 dataset).

```
74
C24H41CeN2O3SSi2 | the Open Molecules 2025 dataset | wB97M-V/def2-TZVPD
Ce -0.6069 -0.1210 0.4740
C -2.1535 -0.3134 -2.8859
O -2.5943 -0.2109 -1.5346
C -3.9425 -0.5895 -1.3691
C -4.2824 -0.4473 0.1092
O -3.2361 -0.9174 0.9398
C -3.2556 -2.2788 1.3417
C -2.5779 -3.1930 0.3307
O -1.3687 -2.5847 -0.0905
C -0.6189 -3.4275 -0.9662
H -2.7622 0.3145 -3.5405
H -2.2100 -1.3515 -3.2291
H -1.1234 0.0354 -2.9093
H -4.0885 -1.6176 -1.7231
H -4.6015 0.0639 -1.9521
H -5.2201 -0.9606 0.3365
H -4.3916 0.6103 0.3536
H -4.2812 -2.6124 1.5186
H -2.7056 -2.3049 2.2840
H -3.2145 -3.3713 -0.5443
H -2.3707 -4.1588 0.8038
H -0.2392 -4.2986 -0.4268
H 0.2185 -2.8402 -1.3342
H -1.2452 -3.7622 -1.7980
C 1.2010 -2.6819 2.0217
Si 2.4246 -2.1347 0.6567
C 2.9427 -3.7184 -0.2838
C 4.0313 -1.5901 1.5019
N 1.5256 -0.9628 -0.2068
C 1.9802 -0.3071 -1.3623
C 3.1136 -0.7290 -2.0633
C 3.5519 -0.1128 -3.2283
C 2.8485 0.9639 -3.7339
C 1.7263 1.4159 -3.0521
C 1.2733 0.8273 -1.8698
N 0.1625 1.3205 -1.1703
Si -0.5474 2.8620 -1.3118
C -1.8574 3.0941 -2.6763
C 0.6275 4.3340 -1.5058
C -1.4914 3.0518 0.3506
H 1.7314 -2.9058 2.9492
H 0.6490 -3.5815 1.7380
H 0.4736 -1.8962 2.2552
H 2.7485 -4.6126 0.3133
H 4.0135 -3.6991 -0.5008
H 2.4262 -3.8373 -1.2402
H 4.5055 -2.4434 1.9921
H 3.8681 -0.8173 2.2570
H 4.7400 -1.1926 0.7700
H 3.6719 -1.5753 -1.6756
H 4.4382 -0.4823 -3.7287
H 3.1676 1.4562 -4.6438
H 1.1704 2.2687 -3.4321
H -1.4529 2.8549 -3.6639
H -2.1955 4.1328 -2.7016
H -2.7366 2.4667 -2.5084
H 0.6646 4.6684 -2.5445
H 1.6420 4.0549 -1.2103
H 0.3176 5.1802 -0.8899
H -2.0121 2.1338 0.6618
H -2.2532 3.8289 0.2670
H -0.8093 3.3458 1.1516
S -1.2638 0.0463 3.1268
C -0.0245 1.1953 3.6110
C -0.0829 1.7554 4.8911
C 0.8475 2.6957 5.2964
C 1.8597 3.1010 4.4360
C 1.9338 2.5469 3.1688
C 1.0081 1.6006 2.7562
H -0.8781 1.4360 5.5518
H 0.7798 3.1195 6.2912
H 2.5841 3.8395 4.7527
H 2.7232 2.8501 2.4911
H 1.1041 1.1708 1.7571
```

Output
Spin multiplicity   2
Largest force on an atom   1.25 eV/A
Lowest unoccupied orbital energy (alpha / beta)   0.1 / 0.1 eV
DFT total energy   -2726.7843 a.u.
HOMO (alpha / beta)   -6.57 / -6.57 eV
Expectation value of S²   0.751
Orbital gap (alpha / beta)   0.24667 / 0.24657 Eh
Energy above the lowest of the compared OMol25 structures with the same formula, charge and spin   3.0 kcal per mole

Results of the Mulliken charge analysis, in e, for atoms 1 through 8: -0.882 -0.967 0.417 -0.672 -0.811 -0.122 -0.825 -0.685

***

Record 2
# C24H41ClFO10PSi2

A molecular structure, C24H41ClFO10PSi2 (wB97M-V/def2-TZVPD, the Open Molecules 2025 dataset).

```
80
C24H41ClFO10PSi2 | the Open Molecules 2025 dataset | wB97M-V/def2-TZVPD
C 2.4789 -0.6428 3.7190
C 3.1706 -1.4087 2.6132
O 2.6113 -0.9683 1.3577
P 2.7219 -1.9635 0.1181
O 4.0574 -2.5897 0.0638
C 2.2978 -1.0460 -1.3396
C 0.8807 -0.4168 -1.3324
C 0.9150 1.0993 -1.1030
Si -0.6577 1.9700 -1.5651
O -2.0395 1.3723 -0.8360
Si -2.4141 1.3068 0.7604
Cl -1.0447 0.1672 1.8190
C -2.6226 3.0035 1.5385
C -1.8838 3.2960 2.8695
C -0.7744 4.3549 2.7532
C 0.6720 3.9164 2.6623
O 1.5680 4.7061 2.6039
O 0.9141 2.5685 2.5845
C -4.0221 0.3758 0.8748
C -5.0323 0.9343 -0.1386
C -6.4663 0.4038 0.0330
C -6.6160 -0.9475 -0.6049
O -7.1167 -1.1516 -1.6780
O -6.1040 -1.9516 0.1555
C -0.4987 3.8496 -1.3361
F 0.6034 4.1973 -2.1526
C -1.7365 4.6090 -1.8057
C -2.0873 5.8799 -1.0025
O 1.5780 -3.0764 0.2643
C 0.5784 -3.0475 1.2959
C -0.7119 -3.6110 0.7332
H 2.5160 0.4274 3.5175
H 1.4362 -0.9566 3.7976
H 2.9617 -0.8517 4.6739
H 4.2387 -1.2000 2.5984
H 3.0246 -2.4818 2.7416
H 3.0648 -0.2783 -1.4483
H 2.3904 -1.7918 -2.1304
H 0.2905 -0.8925 -0.5468
H 0.4093 -0.6431 -2.2903
H 1.2594 1.3297 -0.0901
H 1.6697 1.5236 -1.7765
H -0.8566 1.7760 -3.0185
H -2.3825 3.8078 0.8412
H -3.6990 3.0875 1.7135
H -2.6090 3.7118 3.5701
H -1.5084 2.3851 3.3324
H -0.8093 4.9857 3.6451
H -0.9636 5.0310 1.9187
H 0.7633 2.1289 3.4294
H -4.4224 0.4432 1.8901
H -3.8239 -0.6787 0.6732
H -4.6920 0.7199 -1.1531
H -5.0686 2.0246 -0.0520
H -7.1490 1.0600 -0.5058
H -6.7676 0.3871 1.0803
H -5.8412 -2.6586 -0.4510
H -0.2210 4.1300 -0.3151
H -1.5640 4.8664 -2.8508
H -2.5951 3.9319 -1.7999
H -3.0381 5.7544 -0.4826
H -1.3456 6.0486 -0.2194
H -2.1419 6.7641 -1.6315
H 0.4070 -2.0312 1.6434
H 0.9335 -3.6753 2.1157
H -0.6265 -4.6802 0.5454
H -0.9036 -3.1326 -0.2298
H -1.5521 -3.3968 1.3924
C 6.4200 -5.4418 -2.1048
C 5.4367 -4.5759 -1.8681
C 4.4427 -4.2508 -2.9209
O 3.5486 -3.4611 -2.7044
C 4.5802 -4.9202 -4.2398
C 5.5640 -5.7842 -4.4704
C 6.5626 -6.1140 -3.4185
O 7.4560 -6.9047 -3.6357
H 7.1604 -5.6986 -1.3578
H 5.2960 -4.0628 -0.9242
H 3.8404 -4.6636 -4.9878
H 5.6894 -6.2871 -5.4210
```

Output
Spin multiplicity   1
Largest force on an atom   1.65 eV/A
Lowest unoccupied orbital energy   -1.1 eV
DFT total energy   -3172.1566 a.u.
HOMO   -9.68 eV
Orbital gap   0.31595 Eh

Results of the Mulliken charge analysis, in e, for atoms 1 through 8: -0.947 -0.398 -0.139 0.741 -0.716 -0.618 -0.094 -0.640

***

Record 3
# C24H41NNiO7P3

A molecular structure, C24H41NNiO7P3 (wB97M-V/def2-TZVPD, the Open Molecules 2025 dataset).

```
77
C24H41NNiO7P3 | the Open Molecules 2025 dataset | wB97M-V/def2-TZVPD
Ni -1.4333 0.1159 0.4924
C -4.0915 3.5133 2.2670
C -2.8311 2.7562 1.8282
O -1.6638 3.4140 2.3451
P -2.8083 1.1096 2.6620
O -3.2058 1.4291 4.1838
O -4.1006 0.3211 2.2121
O -1.5144 0.3624 2.6131
P -2.8510 2.6726 -0.0544
O -2.4163 4.2164 -0.3467
O -4.2400 2.4478 -0.5133
O -1.7031 1.8113 -0.5468
H -4.0938 3.6397 3.3500
H -4.9862 2.9749 1.9567
H -4.0924 4.4916 1.7911
H -1.0606 3.6434 1.6304
H -2.4111 1.3295 4.7318
H -4.0343 -0.1595 1.3539
H -3.1125 4.6078 -0.8984
C 3.3222 -0.1509 -2.6784
C 2.1154 -0.6663 -1.8813
C 0.8152 -0.4988 -2.6975
C 2.3050 -2.1794 -1.6776
P 1.8001 0.1078 -0.1585
N 0.4445 -0.2842 0.4319
C 2.0324 2.0029 -0.3417
C 1.2037 2.4660 -1.5531
C 1.3858 2.6601 0.8960
C 3.4649 2.5241 -0.5003
C 3.1563 -0.5355 1.0292
C 3.1027 0.3675 2.2737
C 4.5973 -0.5812 0.5002
C 2.7467 -1.9396 1.5159
H 3.4287 -0.7545 -3.5911
H 4.2563 -0.2399 -2.1195
H 3.2134 0.8858 -2.9915
H 0.7118 -1.3362 -3.3992
H 0.8045 0.4246 -3.2780
H -0.0575 -0.5076 -2.0461
H 2.2586 -2.6730 -2.6562
H 1.5118 -2.5974 -1.0550
H 3.2702 -2.4220 -1.2342
H 0.1809 2.0885 -1.5073
H 1.6481 2.1776 -2.5026
H 1.1502 3.5614 -1.5370
H 0.5370 2.0701 1.2411
H 1.0361 3.6676 0.6268
H 2.0844 2.7645 1.7276
H 3.9868 2.0678 -1.3419
H 4.0650 2.3744 0.3967
H 3.4266 3.6065 -0.6866
H 3.5290 1.3547 2.0952
H 3.6878 -0.1009 3.0743
H 2.0712 0.4821 2.6197
H 4.9434 0.3821 0.1271
H 4.7200 -1.3168 -0.2960
H 5.2690 -0.8766 1.3182
H 1.6638 -1.9809 1.6583
H 3.2349 -2.1393 2.4792
H 3.0462 -2.7291 0.8269
C -1.4024 -5.3611 -0.7599
C -0.5309 -4.4088 -0.1776
C -0.9291 -3.1073 -0.0444
C -2.2110 -2.6772 -0.4908
C -2.5728 -1.2991 -0.3750
C -3.8334 -0.9581 -0.8363
C -4.7435 -1.9181 -1.3710
C -4.3828 -3.2281 -1.4813
C -3.0872 -3.6383 -1.0569
C -2.6485 -4.9843 -1.1821
H -1.0804 -6.3914 -0.8686
H 0.4555 -4.7159 0.1563
H -0.2828 -2.3452 0.3912
H -4.1534 0.0835 -0.8625
H -5.7298 -1.5936 -1.6916
H -5.0643 -3.9683 -1.8910
H -3.3237 -5.7117 -1.6241
```

Output
Spin multiplicity   3
Largest force on an atom   2.11 eV/A
Lowest unoccupied orbital energy (alpha / beta)   2.7 / 2.7 eV
Total charge   -1
DFT total energy   -4053.2007 a.u.
HOMO (alpha / beta)   -4.40 / -4.43 eV
Expectation value of S²   2.007
Orbital gap (alpha / beta)   0.26166 / 0.26282 Eh

Results of the Mulliken charge analysis, in e, for atoms 1 through 8: -0.149 -1.938 1.477 -0.656 0.589 -0.605 -0.655 -0.656